(1)
Formula: C7H17N3
Source: the OMol25 dataset
Level of theory: ωB97M-V with the def2-TZVPD basis set

XYZ file:
```
27
C7H17N3 | the OMol25 dataset | ωB97M-V with the def2-TZVPD basis set
H -3.742 -1.551 0.097
N -2.795 -1.644 -0.256
C -2.053 -0.637 0.002
N -2.488 0.441 0.773
N -0.771 -0.609 -0.488
C -0.428 -1.747 -1.317
C 0.283 0.265 0.063
C 0.004 1.731 -0.354
C 0.334 0.119 1.592
C 1.658 -0.141 -0.514
C 2.854 0.551 0.139
H -3.490 0.454 0.900
H -2.110 1.346 0.551
H 0.186 -1.437 -2.161
H -1.366 -2.159 -1.680
H 0.084 -2.534 -0.756
H 0.915 2.214 -0.697
H -0.704 1.756 -1.180
H -0.380 2.325 0.473
H 0.705 -0.870 1.853
H 0.989 0.869 2.025
H -0.655 0.234 2.023
H 1.668 0.086 -1.582
H 1.801 -1.213 -0.392
H 3.007 0.198 1.155
H 3.751 0.320 -0.432
H 2.742 1.632 0.163
```

Computed properties:
Energy relative to the best compared isomer or geometry (same formula, charge and spin) (kcal/mol): 13.6
HOMO-LUMO gap (Eh): 0.3312
E_HOMO (eV): -8.20
Net charge: 0
Largest force on an atom (hartree/bohr): 0.0153
LUMO level (eV): 0.8
SMILES string: [H]/N=C(\N)N(C)C(C)(C)CC

Mulliken atomic charge list, values in e, 8 entries: number 1, H, carries 0.191; number 2, N, carries -0.777; number 3, C, carries 0.623; number 4, N, carries -0.423; number 5, N, carries 0.214; number 6, C, carries -1.201; number 7, C, carries 1.623; number 8, C, carries -2.013



(2)
Formula: C21H13Cl3N4PtSSi
Source: the OMol25 dataset
Level of theory: ωB97M-V with the def2-TZVPD basis set

XYZ file:
```
44
C21H13Cl3N4PtSSi | the OMol25 dataset | ωB97M-V with the def2-TZVPD basis set
Pt -0.399 -0.547 0.220
N 2.856 1.001 2.564
C 3.408 0.096 3.451
C 4.590 0.402 4.120
C 5.119 -0.510 5.005
C 4.486 -1.741 5.247
C 3.324 -2.061 4.594
C 2.777 -1.143 3.682
S 1.361 -1.581 2.834
N 0.983 -0.267 1.924
C 1.715 0.827 1.860
C 1.271 1.877 0.933
C 1.789 3.164 0.914
C 1.346 4.051 -0.053
C 0.399 3.627 -0.973
C -0.099 2.341 -0.877
N 0.321 1.489 0.061
H 3.400 1.830 2.374
H 5.083 1.351 3.944
H 6.037 -0.272 5.526
H 4.920 -2.440 5.948
H 2.830 -3.009 4.766
H 2.503 3.501 1.653
H 1.733 5.060 -0.082
H 0.036 4.282 -1.751
H -0.852 1.970 -1.558
Cl 1.528 -3.524 -0.635
Si 1.376 -1.522 -0.999
Cl 1.173 -1.189 -3.001
Cl 3.191 -0.669 -0.441
N -7.788 -1.704 -6.275
C -6.940 -1.550 -5.513
C -5.886 -1.356 -4.569
C -4.664 -2.030 -4.756
C -3.653 -1.846 -3.856
C -3.844 -0.977 -2.741
C -5.089 -0.304 -2.571
C -6.095 -0.495 -3.474
C -2.824 -0.802 -1.826
C -1.906 -0.642 -1.009
H -4.542 -2.684 -5.608
H -2.704 -2.351 -3.969
H -5.220 0.348 -1.718
H -7.049 0.001 -3.363
```

Computed properties:
Energy relative to the best compared isomer or geometry (same formula, charge and spin) (kcal/mol): 0.0
HOMO-LUMO gap (spin up / spin down) (Eh): 0.1910 / 0.2343
E_HOMO (spin up / spin down) (eV): -12.21 / -15.47
Net charge: +2
Largest force on an atom (hartree/bohr): 0.0143
Multiplicity: 5
LUMO level (spin up / spin down) (eV): -7.0 / -9.1

Mulliken atomic charge list, values in e, 8 entries: number 1, Pt, carries 0.414; number 2, N, carries 0.053; number 3, C, carries 0.499; number 4, C, carries -0.789; number 5, C, carries -0.578; number 6, C, carries -0.684; number 7, C, carries -0.694; number 8, C, carries 1.008



(3)
Formula: C3H7N2O2
Source: the OMol25 dataset
Level of theory: ωB97M-V with the def2-TZVPD basis set

XYZ file:
```
14
C3H7N2O2 | the OMol25 dataset | ωB97M-V with the def2-TZVPD basis set
C -0.547 -1.716 1.333
C -0.399 -0.966 -0.891
C -1.114 -0.902 0.466
N -0.445 2.079 -0.474
N 0.522 2.223 0.124
O 2.082 2.494 -0.800
O 0.955 2.372 1.220
H 2.269 1.680 -1.355
H -0.718 -1.604 2.336
H 0.030 -2.470 1.042
H 0.234 -1.818 -0.983
H 0.002 -0.056 -1.199
H -1.229 -1.202 -1.643
H -1.641 -0.113 0.823
```

Computed properties:
Energy relative to the best compared isomer or geometry (same formula, charge and spin) (kcal/mol): 146.3
HOMO-LUMO gap (Eh): 0.2784
E_HOMO (eV): -3.60
Net charge: -1
Largest force on an atom (hartree/bohr): 0.0981
LUMO level (eV): 4.0

Mulliken atomic charge list, values in e, 8 entries: number 1, C, carries -0.914; number 2, C, carries -0.840; number 3, C, carries -0.044; number 4, N, carries -0.739; number 5, N, carries 1.056; number 6, O, carries -0.826; number 7, O, carries -0.670; number 8, H, carries 0.220



(4)
Formula: C17H32NOPPt
Source: the OMol25 dataset
Level of theory: ωB97M-V with the def2-TZVPD basis set

XYZ file:
```
53
C17H32NOPPt | the OMol25 dataset | ωB97M-V with the def2-TZVPD basis set
C -2.344 0.029 -3.906
C -2.145 -0.901 -2.885
C -1.386 -0.571 -1.750
C -0.952 0.758 -1.624
C -1.111 1.696 -2.645
C -1.803 1.310 -3.805
C -1.051 -1.587 -0.701
C 0.421 -2.071 -0.748
N 0.663 -3.262 -1.521
Pt -0.127 1.389 0.151
C -0.553 3.078 -2.468
P 0.415 3.146 -0.900
H -2.572 -1.905 -2.939
H -1.912 2.040 -4.605
H -2.922 -0.258 -4.788
H -1.333 3.852 -2.390
H 0.123 3.375 -3.284
H -1.177 -1.148 0.300
H -1.703 -2.462 -0.806
H 1.087 -1.249 -1.088
C 0.112 4.737 -0.114
C 2.151 3.122 -1.422
H 0.737 -2.297 0.285
C 0.186 -3.329 -2.877
C 1.927 -3.894 -1.257
H 0.311 0.958 1.641
H 0.596 -4.240 -3.335
H -0.912 -3.384 -2.899
H 0.488 -2.457 -3.491
H 1.996 -4.814 -1.849
H 2.790 -3.248 -1.500
H 1.979 -4.132 -0.186
H 2.242 3.586 -2.411
H 2.721 3.687 -0.675
H 2.492 2.080 -1.445
H -0.059 5.513 -0.871
H -0.761 4.649 0.542
H 1.001 4.978 0.485
H 0.425 0.125 2.175
C -1.334 -0.019 4.124
C 0.090 -0.555 4.000
C 1.054 0.472 4.589
C 0.207 -1.880 4.756
O 0.421 -0.822 2.639
H -1.592 0.125 5.181
H -2.048 -0.726 3.685
H -1.426 0.944 3.607
H 0.823 0.660 5.645
H 2.085 0.107 4.518
H 0.972 1.417 4.038
H -0.484 -2.615 4.332
H 1.228 -2.267 4.676
H -0.035 -1.737 5.815
```

Computed properties:
HOMO-LUMO gap (spin up / spin down) (Eh): 0.2680 / 0.1918
E_HOMO (spin up / spin down) (eV): -13.21 / -15.16
Net charge: +2
Largest force on an atom (hartree/bohr): 0.0720
Multiplicity: 5
LUMO level (spin up / spin down) (eV): -5.9 / -9.9

Mulliken atomic charge list, values in e, 8 entries: number 1, C, carries -0.770; number 2, C, carries -0.581; number 3, C, carries 0.767; number 4, C, carries 0.060; number 5, C, carries 0.415; number 6, C, carries -0.705; number 7, C, carries -1.507; number 8, C, carries -0.382



(5)
Formula: C57H48N10O4P4Se2Y
Source: the OMol25 dataset
Level of theory: ωB97M-V with the def2-TZVPD basis set

XYZ file:
```
126
C57H48N10O4P4Se2Y | the OMol25 dataset | ωB97M-V with the def2-TZVPD basis set
Y 0.938 -1.608 1.107
O 3.579 -3.336 6.497
C 2.608 -2.428 6.457
O 2.536 -1.534 7.254
C 1.567 -2.569 5.389
C 0.207 -2.467 5.600
N -0.378 -2.403 4.396
N 0.512 -2.466 3.399
C 1.702 -2.576 3.997
C 2.941 -2.722 3.160
O 3.953 -3.149 3.672
O 2.762 -2.385 1.920
H 3.664 -3.776 5.634
H -0.364 -2.403 6.511
H -1.359 -2.299 4.190
Se 0.778 -1.817 -6.291
P -0.623 -1.660 -4.764
C -1.958 -0.489 -5.118
C -2.887 -0.765 -6.123
C -3.890 0.144 -6.413
C -3.954 1.355 -5.733
C -2.991 1.666 -4.785
C -1.994 0.747 -4.484
C -1.327 -3.278 -4.296
C -0.478 -4.119 -3.572
C -0.858 -5.417 -3.280
C -2.086 -5.898 -3.718
C -2.929 -5.070 -4.439
C -2.555 -3.762 -4.725
C 0.029 -1.168 -3.127
C -0.528 -1.050 -1.848
N 0.525 -1.009 -1.005
N 1.651 -1.096 -1.699
N 1.373 -1.182 -2.970
P -2.119 -0.900 -1.026
Se -1.919 -1.588 1.030
C -2.588 0.838 -1.018
C -1.636 1.833 -1.231
C -2.016 3.167 -1.184
C -3.331 3.506 -0.897
C -4.273 2.513 -0.655
C -3.904 1.180 -0.714
C -3.422 -1.825 -1.854
C -3.685 -3.134 -1.453
C -4.749 -3.823 -2.009
C -5.556 -3.210 -2.958
C -5.287 -1.913 -3.369
C -4.222 -1.215 -2.821
H -2.806 -1.676 -6.702
H -4.611 -0.081 -7.187
H -4.734 2.067 -5.968
H -3.008 2.623 -4.279
H -1.231 1.005 -3.768
H 0.500 -3.763 -3.266
H -0.180 -6.065 -2.737
H -2.377 -6.920 -3.510
H -3.885 -5.439 -4.788
H -3.235 -3.132 -5.280
H -0.605 1.577 -1.447
H -1.286 3.942 -1.377
H -3.621 4.548 -0.862
H -5.297 2.777 -0.425
H -4.642 0.408 -0.529
H -3.068 -3.602 -0.696
H -4.954 -4.838 -1.696
H -6.397 -3.746 -3.379
H -5.908 -1.434 -4.114
H -4.029 -0.199 -3.139
C 0.949 2.694 1.527
P 1.396 1.063 2.219
C 0.438 1.009 3.776
C -0.951 1.154 3.682
C -1.741 1.108 4.820
C -1.156 0.906 6.065
C 0.215 0.726 6.163
C 1.009 0.769 5.023
C 3.133 1.249 2.705
C 3.521 2.194 3.658
C 4.857 2.359 3.973
C 5.822 1.588 3.334
C 5.450 0.667 2.370
C 4.109 0.504 2.051
P 1.688 2.978 -0.149
C 3.379 3.566 0.233
C 3.625 4.674 1.043
C 4.920 5.115 1.253
C 5.984 4.455 0.646
C 5.749 3.357 -0.164
C 4.449 2.913 -0.370
C 0.895 4.572 -0.589
C 0.064 5.318 0.241
C -0.521 6.493 -0.217
C -0.278 6.937 -1.508
C 0.557 6.203 -2.342
C 1.132 5.028 -1.887
H 1.194 3.463 2.264
H -0.135 2.689 1.379
H -1.423 1.299 2.717
H -2.812 1.237 4.734
H -1.771 0.888 6.956
H 0.685 0.540 7.120
H 2.074 0.606 5.124
H 2.778 2.807 4.154
H 5.149 3.089 4.716
H 6.867 1.713 3.588
H 6.198 0.074 1.861
H 3.842 -0.208 1.281
H 2.798 5.208 1.498
H 5.103 5.978 1.880
H 6.996 4.807 0.803
H 6.575 2.845 -0.640
H 4.262 2.054 -1.006
H -0.146 4.995 1.253
H -1.165 7.063 0.441
H -0.732 7.852 -1.862
H 0.754 6.545 -3.350
H 1.772 4.453 -2.548
N -0.318 -6.883 1.274
N 0.418 -5.848 0.729
N 1.627 -6.030 0.249
C 1.976 -4.788 -0.051
N 0.996 -3.920 0.231
N 0.000 -4.627 0.741
H 0.021 -7.742 0.854
H -1.292 -6.733 1.037
H 2.930 -4.514 -0.468
```

Computed properties:
Energy relative to the best compared isomer or geometry (same formula, charge and spin) (kcal/mol): 9.9
HOMO-LUMO gap (Eh): 0.2657
E_HOMO (eV): -9.61
Net charge: +1
Largest force on an atom (hartree/bohr): 0.0127
LUMO level (eV): -2.4

Mulliken atomic charge list, values in e, 8 entries: number 1, Y, carries -0.528; number 2, O, carries -0.487; number 3, C, carries 0.146; number 4, O, carries -0.517; number 5, C, carries 0.472; number 6, C, carries -0.745; number 7, N, carries -0.100; number 8, N, carries 0.097



(6)
Formula: C25H28CoF4N4
Source: the OMol25 dataset
Level of theory: ωB97M-V with the def2-TZVPD basis set

XYZ file:
```
62
C25H28CoF4N4 | the OMol25 dataset | ωB97M-V with the def2-TZVPD basis set
Co -0.105 0.413 0.620
C 3.014 0.625 0.267
N 1.908 1.178 1.115
C 1.910 2.683 1.003
C 2.167 0.749 2.499
C 0.917 0.848 3.331
N -0.155 0.209 2.545
C -1.334 -0.054 3.220
C -2.045 -1.286 3.077
F -1.838 -2.031 2.001
C -3.087 -1.531 3.959
F -3.710 -2.768 3.809
C -3.585 -0.619 4.844
C -2.959 0.643 4.898
F -3.293 1.486 5.855
C -1.840 0.900 4.164
F -1.224 2.111 4.383
H 3.996 1.136 0.385
H 2.709 0.659 -0.819
H 3.088 -0.458 0.608
H 2.809 3.048 1.371
H 0.989 3.032 1.443
H 1.807 2.899 -0.031
H 3.018 1.257 2.933
H 2.438 -0.308 2.432
H 0.711 1.815 3.770
H 1.083 0.213 4.298
H -4.407 -0.730 5.479
C 1.273 1.525 -4.711
C 1.768 1.158 -3.346
C 1.800 -0.313 -2.905
C 2.483 -1.143 -3.842
C 2.474 -2.513 -3.678
C 1.664 -3.107 -2.696
C 0.971 -2.401 -1.720
C 0.076 -3.086 -0.716
C -1.229 -3.717 -1.275
C 0.974 -0.935 -1.966
N -0.051 -0.171 -1.290
C -1.154 0.223 -1.954
C -2.103 0.976 -1.207
C -3.259 1.807 -1.468
C -3.501 2.543 -0.310
C -2.488 2.146 0.634
N -1.745 1.144 0.151
H 1.530 2.590 -4.890
H 0.128 1.526 -4.730
H 1.756 0.905 -5.586
H 1.202 1.676 -2.611
H 2.817 1.485 -3.243
H 3.002 -0.668 -4.688
H 2.971 -3.235 -4.354
H 1.552 -4.158 -2.668
H -0.093 -2.293 0.075
H 0.643 -3.847 -0.215
H -2.092 -3.112 -1.176
H -1.501 -4.653 -0.758
H -1.126 -3.992 -2.333
H -1.236 -0.065 -3.015
H -3.836 1.882 -2.395
H -4.309 3.231 -0.203
H -2.343 2.469 1.630
```

Computed properties:
HOMO-LUMO gap (spin up / spin down) (Eh): 0.2913 / 0.1670
E_HOMO (spin up / spin down) (eV): -10.62 / -10.71
Net charge: +1
Largest force on an atom (hartree/bohr): 0.0637
Multiplicity: 5
LUMO level (spin up / spin down) (eV): -2.7 / -6.2

Mulliken atomic charge list, values in e, 8 entries: number 1, Co, carries -0.288; number 2, C, carries -0.796; number 3, N, carries 0.389; number 4, C, carries -1.254; number 5, C, carries -1.094; number 6, C, carries -0.603; number 7, N, carries 0.488; number 8, C, carries -0.121



(7)
Formula: C8H12FO2
Source: the OMol25 dataset
Level of theory: ωB97M-V with the def2-TZVPD basis set

XYZ file:
```
23
C8H12FO2 | the OMol25 dataset | ωB97M-V with the def2-TZVPD basis set
C -0.093 -2.577 1.339
C 0.366 -1.403 1.654
C 0.443 -0.752 3.174
O -0.553 -0.039 3.408
O 1.431 -1.036 3.831
C 1.011 -0.453 0.525
F 1.797 -1.128 -0.334
C 0.037 0.390 -0.396
C 0.779 1.100 -1.517
C -0.960 -0.651 -1.037
C -0.744 1.233 0.570
H -0.037 -3.023 0.318
H -0.401 -3.293 2.122
H 1.756 0.251 1.150
H 1.249 2.045 -1.308
H -0.096 1.439 -2.267
H 1.423 0.377 -2.092
H -0.910 -1.447 -0.328
H -0.768 -0.912 -2.034
H -2.017 -0.361 -0.969
H -1.541 0.591 0.981
H -0.244 1.523 1.448
H -0.918 2.159 0.067
```

Computed properties:
Energy relative to the best compared isomer or geometry (same formula, charge and spin) (kcal/mol): 9.1
HOMO-LUMO gap (Eh): 0.2858
E_HOMO (eV): -4.36
Net charge: -1
Largest force on an atom (hartree/bohr): 0.0703
LUMO level (eV): 3.4
SMILES string: C=C(C(=O)[O-])[C@@H](F)C(C)(C)C

Mulliken atomic charge list, values in e, 8 entries: number 1, C, carries -0.995; number 2, C, carries 0.582; number 3, C, carries 0.260; number 4, O, carries -0.680; number 5, O, carries -0.678; number 6, C, carries -0.347; number 7, F, carries -0.394; number 8, C, carries 2.157



(8)
Formula: C36H33HgN3O3Te
Source: the OMol25 dataset
Level of theory: ωB97M-V with the def2-TZVPD basis set

XYZ file:
```
77
C36H33HgN3O3Te | the OMol25 dataset | ωB97M-V with the def2-TZVPD basis set
Hg 0.749 2.404 -0.957
C -1.665 -2.094 4.438
C -1.400 -1.138 3.327
C -0.868 0.140 3.563
C -0.648 1.028 2.516
C 0.221 2.214 2.689
O 0.925 2.668 1.758
C 0.317 2.804 4.025
C 1.561 3.280 4.463
C 1.682 3.889 5.706
C 0.557 4.044 6.518
C -0.694 3.602 6.077
C -0.810 2.987 4.835
C -1.128 0.715 1.192
O -1.311 1.643 0.324
C -1.452 -0.651 0.937
C -1.613 -1.542 2.004
C -1.567 -1.124 -0.432
N -1.038 -0.433 -1.366
C -1.129 -0.830 -2.768
C 0.232 -1.265 -3.237
Te 1.840 0.120 -2.407
C 1.998 -1.234 -0.778
C 1.768 -0.826 0.543
C 1.713 -1.795 1.547
C 1.881 -3.147 1.255
C 2.175 -3.536 -0.053
C 2.250 -2.578 -1.072
C -2.337 -2.397 -0.667
C -3.702 -2.311 -0.916
C -4.453 -3.468 -1.106
C -3.836 -4.714 -1.074
C -2.456 -4.795 -0.858
C -1.711 -3.638 -0.652
H -1.225 -1.748 5.379
H -1.288 -3.088 4.198
H -2.734 -2.221 4.617
H -0.589 0.410 4.580
H 2.408 3.172 3.800
H 2.653 4.239 6.038
H 0.638 4.527 7.484
H -1.565 3.726 6.698
H -1.775 2.647 4.491
H -1.876 -2.580 1.834
H -1.446 0.074 -3.304
H -1.912 -1.594 -2.949
H 0.344 -1.237 -4.323
H 0.494 -2.250 -2.846
H 1.652 0.227 0.764
H 1.504 -1.473 2.560
H 1.782 -3.881 2.043
H 2.359 -4.572 -0.314
H 2.484 -2.883 -2.088
H -4.194 -1.344 -0.944
H -5.516 -3.389 -1.270
H -4.419 -5.615 -1.223
H -1.970 -5.765 -0.861
H -0.651 -3.714 -0.446
C 4.707 1.487 -1.532
O 3.277 1.540 -1.326
H 5.025 0.560 -2.040
H 5.210 1.522 -0.548
H 5.032 2.352 -2.140
N -1.217 4.764 -0.547
C -0.243 4.487 -1.177
H -1.852 4.415 0.152
C 0.691 1.461 -6.988
C 1.961 1.571 -6.403
C 2.043 1.886 -5.044
N 0.954 2.079 -4.283
C -0.262 2.022 -4.847
C -0.438 1.699 -6.197
H 0.583 1.190 -8.033
H 2.871 1.421 -6.973
H 3.010 1.964 -4.552
H -1.121 2.268 -4.230
H -1.441 1.626 -6.584
```

Computed properties:
Energy relative to the best compared isomer or geometry (same formula, charge and spin) (kcal/mol): 0.0
HOMO-LUMO gap (spin up / spin down) (Eh): 0.1917 / 0.2415
E_HOMO (spin up / spin down) (eV): -2.73 / -4.09
Net charge: -1
Largest force on an atom (hartree/bohr): 0.0450
Multiplicity: 2
LUMO level (spin up / spin down) (eV): 2.5 / 2.5

Mulliken atomic charge list, values in e, 8 entries: number 1, Hg, carries 1.052; number 2, C, carries -1.802; number 3, C, carries -0.100; number 4, C, carries -0.582; number 5, C, carries 1.102; number 6, C, carries -0.041; number 7, O, carries -0.616; number 8, C, carries 0.575